{"formula": "C32H45F6IN5O7S2", "method": "wB97M-V/def2-TZVPD", "species": ["C", "C", "C", "C", "C", "S", "O", "O", "C", "F", "F", "F", "C", "I", "C", "C", "S", "C", "C", "C", "C", "N", "N", "N", "C", "C", "O", "O", "C", "C", "N", "C", "C", "C", "N", "C", "C", "C", "C", "C", "C", "C", "O", "C", "H", "H", "H", "H", "H", "H", "H", "H", "H", "H", "H", "H", "H", "H", "H", "H", "H", "H", "H", "H", "H", "H", "H", "H", "H", "H", "H", "H", "H", "H", "H", "H", "H", "H", "H", "H", "H", "H", "H", "C", "C", "O", "C", "O", "C", "F", "F", "F", "H", "H", "H", "H", "H", "H"], "positions_angstrom": [[-2.303, 6.104, 2.933], [-2.212, 5.161, 1.915], [-2.453, 3.746, 2.149], [-2.941, 3.270, 3.364], [-3.147, 1.919, 3.585], [-3.796, 1.535, 5.193], [-4.064, 2.784, 5.849], [-2.967, 0.651, 5.953], [-5.504, 0.770, 5.017], [-6.262, 1.299, 5.963], [-5.480, -0.531, 5.225], [-6.044, 1.046, 3.839], [-2.835, 0.997, 2.579], [-3.113, -1.049, 2.969], [-2.331, 1.427, 1.350], [-2.163, 2.800, 1.150], [-1.549, 3.323, -0.424], [-2.284, 2.097, -1.472], [-2.647, 2.447, -2.774], [-2.366, 3.856, -3.262], [-0.891, 4.019, -3.760], [-0.179, 5.038, -2.993], [-0.896, 4.419, -5.174], [-0.125, 2.748, -3.595], [-3.239, 1.453, -3.566], [-3.623, 1.794, -4.999], [-4.301, 0.780, -5.688], [-3.313, -0.170, -6.080], [-3.434, 0.186, -3.044], [-3.064, -0.157, -1.745], [-3.321, -1.465, -1.292], [-4.741, -1.832, -1.303], [-5.493, -1.514, 0.013], [-2.457, 0.816, -0.954], [-2.001, 0.435, 0.371], [-0.485, 0.336, 0.295], [0.052, -1.048, 0.624], [1.596, -1.003, 0.463], [2.153, -2.178, -0.350], [2.244, -3.470, 0.472], [3.115, -3.377, 1.714], [2.972, -4.611, 2.612], [1.600, -4.772, 2.987], [1.051, -5.962, 2.453], [-3.246, 6.441, 3.350], [-1.388, 6.559, 3.303], [-1.938, 5.445, 0.903], [-3.163, 3.966, 4.161], [-2.999, 4.040, -4.126], [-2.534, 4.590, -2.483], [0.490, 5.497, -3.603], [0.389, 4.581, -2.286], [-1.455, 3.747, -5.686], [0.042, 4.333, -5.550], [-0.310, 2.127, -4.378], [0.854, 2.995, -3.712], [-2.701, 2.020, -5.544], [-4.249, 2.682, -4.981], [-3.785, -1.010, -6.054], [-3.899, -0.549, -3.683], [-2.972, -1.547, -0.342], [-5.291, -1.337, -2.098], [-4.857, -2.903, -1.475], [-5.659, -2.408, 0.609], [-6.474, -1.084, -0.187], [-4.914, -0.774, 0.559], [-0.012, 1.066, 0.951], [-0.176, 0.575, -0.723], [-0.385, -1.839, 0.017], [-0.131, -1.221, 1.686], [2.063, -0.877, 1.435], [1.830, -0.094, -0.101], [1.462, -2.320, -1.187], [3.103, -1.888, -0.792], [1.225, -3.789, 0.693], [2.702, -4.224, -0.178], [2.863, -2.528, 2.350], [4.156, -3.235, 1.430], [3.511, -4.388, 3.532], [3.370, -5.490, 2.101], [1.564, -6.830, 2.878], [1.186, -5.994, 1.366], [-0.019, -5.969, 2.645], [9.580, -3.240, 1.120], [9.722, -1.771, 0.732], [8.948, -1.359, -0.365], [7.526, -1.036, -0.132], [7.316, -0.237, 0.862], [6.656, -2.329, -0.030], [7.066, -3.319, -0.875], [5.377, -2.058, -0.400], [6.579, -2.893, 1.191], [9.528, -3.872, 0.232], [10.433, -3.551, 1.731], [8.685, -3.414, 1.712], [10.759, -1.619, 0.411], [9.568, -1.116, 1.596], [7.245, -0.666, -1.151]], "atomic_forces_ev_per_a": [[0.1468, -0.1124, -0.7891], [-0.2486, 0.1201, 0.9579], [-1.5025, -0.0733, -0.8326], [-0.0497, 0.0736, 0.2384], [-0.1628, 0.0125, -0.5947], [0.9003, 0.8825, 1.5693], [-0.4881, 0.2803, -0.5864], [-0.1133, -0.8009, -0.6882], [0.0515, -0.0381, 0.2043], [-0.1407, 0.3141, 0.1997], [0.0776, -0.3731, -0.1864], [0.0172, -0.0165, -0.3702], [-0.2536, -0.4277, 0.4808], [0.2486, 0.2316, -0.2037], [-0.5399, -0.4176, 0.6534], [-0.0212, -0.2930, -0.5014], [-0.0756, 0.0555, 0.0277], [0.0118, -0.2049, 0.2428], [-0.1627, 0.2653, 0.5013], [0.5407, -1.0923, -0.6804], [0.9416, -0.6228, -0.3667], [0.1191, 0.1144, -0.1899], [-0.4074, 0.3357, 0.2320], [0.0280, 0.2943, 0.0606], [0.2168, 0.1926, 0.2954], [0.8681, -0.3165, 0.7269], [-0.8549, 0.0741, -0.0294], [0.7113, 0.0043, -0.2589], [-0.1325, 0.3331, -0.3834], [-0.2464, -0.0333, -0.2077], [-0.1984, 0.3179, 0.2065], [-0.8299, -0.5420, 0.4862], [0.1144, 0.2354, -0.4813], [-0.4548, -0.2674, 0.1067], [1.0651, 1.3079, -0.6368], [-0.1172, -0.8399, -0.3048], [0.8631, 0.5255, 0.9356], [-0.4936, 0.2479, -0.8500], [-0.1973, 0.3041, 0.5179], [0.3892, 0.2297, -0.7391], [-0.2840, -0.2668, 0.3834], [-0.1087, 1.1798, -0.1119], [-0.0105, -0.5126, -0.2111], [0.3109, 0.3844, -0.2129], [0.0655, -1.3584, 1.3693], [-0.2409, 1.5205, -1.1983], [1.8572, -0.1683, 0.4036], [0.0269, 0.0319, -0.0139], [-0.1660, 0.4573, 0.1504], [-0.1725, 0.1138, -0.0243], [-0.1558, 0.1709, -0.0656], [-0.2343, -0.0010, 0.2118], [-0.1012, 0.1063, -0.1071], [0.0673, 0.0610, 0.0674], [-0.2989, -0.1903, 0.1893], [0.0522, -0.0388, 0.1128], [-0.0963, 0.1298, -0.1865], [-0.3449, -0.1147, -0.3825], [-0.2631, 0.0887, 0.1373], [0.0322, -0.1667, 0.1063], [0.1148, -0.0535, -0.0267], [0.4308, 0.1173, -0.2913], [0.2618, -0.0465, -0.2224], [0.2367, 0.0403, 0.2349], [-0.0331, 0.0158, -0.0481], [-0.1229, -0.0074, 0.2921], [-0.0873, 0.0456, 0.0999], [-0.0546, 0.1474, -0.0423], [-0.1869, 0.0460, -0.0293], [-0.4326, -0.4244, -0.1018], [0.1688, -0.1183, -0.0041], [0.1308, 0.0496, 0.0478], [0.0377, -0.1562, -0.0755], [0.2057, -0.1792, 0.1864], [0.0026, -0.0848, 0.2642], [-0.1949, -0.1816, -0.0038], [-0.1643, 0.1263, -0.1361], [0.0881, -0.0689, 0.0038], [0.2653, -0.4213, 0.0153], [-0.0400, -0.2198, 0.1973], [-0.2612, -0.1775, 0.0755], [0.0016, -0.0554, -0.0462], [0.0014, -0.0971, 0.2661], [-0.1288, -0.0054, 0.2108], [0.3671, 0.1941, -0.0448], [-0.1941, -0.7269, -0.3963], [-0.0397, 0.8801, 0.5938], [-0.1994, -0.2037, 0.0157], [0.5968, -0.1963, -0.3380], [-0.1462, -0.0696, 0.0361], [-0.0043, 0.0385, 0.0533], [-0.1522, 0.0553, 0.0360], [0.0710, 0.0189, -0.0282], [0.0457, 0.0269, -0.0612], [-0.0194, -0.0278, -0.0331], [-0.0130, 0.0651, -0.0208], [-0.2356, -0.0409, 0.0018], [0.1283, -0.0128, -0.0609]], "gap_ev": 4.0056, "total_charge": -1, "total_energy_ha": -3739.861006, "multiplicity": 1, "lumo_ev": 0.177}